Record 1
Formula: C18H45BNO11P
Source: the OMol25 dataset
Level of theory: ωB97M-V with the def2-TZVPD basis set

Structure (ORCA input):
```
! wB97M-V def2-TZVPD RIJCOSX def2/J DEFGRID3
* xyz 0 1
C -2.60 0.92 1.90
C -1.11 0.63 1.70
N -0.82 0.09 0.38
C -0.24 0.98 -0.64
C -0.22 0.20 -2.00
O -1.42 -0.45 -2.31
C -1.43 -1.84 -2.06
B 1.31 1.34 -0.35
C 2.15 0.65 0.78
O 1.98 2.28 -1.09
P -1.26 2.47 -0.92
O -2.66 2.25 -1.24
O -1.03 3.44 0.33
O -0.46 3.29 -2.08
H -2.76 1.43 2.85
H -3.00 1.51 1.09
H -3.14 -0.03 1.93
H -0.52 1.53 1.92
H -0.81 -0.12 2.44
H -0.21 -0.71 0.46
H -0.02 0.90 -2.81
H 0.62 -0.51 -1.98
H -1.47 -2.05 -0.99
H -2.32 -2.28 -2.52
H -0.56 -2.35 -2.49
H 2.86 1.38 1.19
H 2.77 -0.15 0.35
H 1.57 0.23 1.60
H 1.56 2.51 -1.93
H -0.13 3.78 0.41
H -0.85 3.07 -2.93
C 7.05 6.17 4.25
O 6.90 5.78 2.90
C 7.28 4.44 2.68
C 6.72 3.93 1.37
O 5.35 3.57 1.43
C 4.41 4.63 1.38
C 4.19 5.20 0.00
O 5.22 6.11 -0.34
C 5.23 6.40 -1.72
H 8.09 6.07 4.58
H 6.75 7.21 4.33
H 6.42 5.56 4.91
H 6.91 3.80 3.50
H 8.37 4.37 2.65
H 7.25 3.01 1.12
H 6.90 4.66 0.57
H 4.67 5.42 2.09
H 3.47 4.18 1.71
H 3.22 5.72 -0.02
H 4.15 4.37 -0.72
H 5.42 5.49 -2.31
H 6.03 7.11 -1.90
H 4.28 6.84 -2.04
C -5.63 -9.45 -1.38
O -5.41 -8.17 -0.83
C -4.06 -7.95 -0.49
C -3.78 -6.48 -0.30
O -3.61 -5.76 -1.51
C -4.79 -5.46 -2.24
C -5.61 -4.35 -1.63
O -6.39 -4.84 -0.55
C -6.91 -3.81 0.25
H -5.34 -10.24 -0.68
H -6.69 -9.54 -1.61
H -5.05 -9.58 -2.31
H -3.40 -8.35 -1.27
H -3.83 -8.48 0.45
H -2.82 -6.39 0.22
H -4.55 -6.02 0.33
H -5.40 -6.35 -2.39
H -4.44 -5.11 -3.22
H -6.28 -3.92 -2.39
H -4.94 -3.55 -1.27
H -6.11 -3.22 0.70
H -7.50 -4.27 1.04
H -7.55 -3.13 -0.33
*
```

Summary:
total energy: -1961.44173 Ha
HOMO-LUMO gap: 0.3311 Eh
maximum force: 0.60 eV/Å

Charges obtained by Löwdin population analysis, quoted in units of e: -0.08 -0.28 -0.02 -0.35 -0.20 -0.16 -0.10 -0.51 0.02 0.14 0.49 -0.23 -0.10 -0.13 0.07 0.05 0.07 0.10 0.11 0.11 0.12 0.13 0.08 0.09 0.09 0.07 0.08 0.05 0.09 0.09 0.10 -0.11 -0.20 -0.21 -0.18 -0.13 -0.18 -0.21 -0.19 -0.11 0.09 0.09 0.09 0.13 0.13 0.13 0.12 0.12 0.12 0.13 0.12 0.09 0.09 0.09 -0.11 -0.20 -0.21 -0.19 -0.13 -0.18 -0.21 -0.20 -0.11 0.09 0.09 0.09 0.13 0.13 0.13 0.12 0.12 0.13 0.13 0.13 0.09 0.09 0.09

Record 2
Formula: C18H45ClLiN3O6
Source: the OMol25 dataset
Level of theory: ωB97M-V with the def2-TZVPD basis set

Structure (ORCA input):
```
! wB97M-V def2-TZVPD RIJCOSX def2/J DEFGRID3
* xyz 0 1
Li -0.76 0.76 0.25
Cl -2.55 1.09 1.77
C -2.71 -2.07 3.81
O -1.90 -3.04 3.18
C -1.07 -2.46 2.20
C -0.40 -3.63 1.49
N 0.79 -3.24 0.73
C 1.42 -4.39 0.07
C 2.86 -4.05 -0.22
O 3.50 -3.73 1.00
C 4.89 -3.51 0.81
H -2.06 -1.36 4.34
H -3.40 -2.53 4.52
H -3.33 -1.55 3.08
H -0.31 -1.83 2.69
H -1.60 -1.74 1.57
H -1.18 -4.16 0.94
H -0.09 -4.36 2.25
H 1.45 -2.91 1.43
H 0.89 -4.54 -0.87
H 1.35 -5.30 0.68
H 2.93 -3.18 -0.88
H 3.37 -4.92 -0.67
H 5.36 -4.43 0.47
H 5.32 -3.19 1.75
H 5.06 -2.73 0.06
C 3.05 4.39 -0.75
O 1.68 4.12 -0.94
C 0.97 3.95 0.27
C -0.48 3.67 -0.09
N -0.55 2.47 -0.98
C -1.90 2.40 -1.63
C -2.18 3.38 -2.75
O -2.50 4.69 -2.33
C -3.81 4.80 -1.86
H 3.19 5.38 -0.29
H 3.52 4.38 -1.73
H 3.50 3.60 -0.14
H 1.02 4.90 0.84
H 1.43 3.22 0.94
H -0.84 4.54 -0.62
H -1.08 3.51 0.81
H 0.06 2.76 -1.74
H -2.65 2.39 -0.83
H -1.91 1.39 -2.07
H -2.98 2.97 -3.38
H -1.30 3.46 -3.40
H -3.98 4.22 -0.94
H -4.54 4.45 -2.60
H -4.07 5.84 -1.67
C 1.35 1.13 2.76
O 0.97 0.88 1.43
C 2.00 0.22 0.70
C 1.60 -0.04 -0.75
N 0.35 -0.77 -0.83
C -0.12 -1.01 -2.19
C -1.41 -1.79 -2.12
O -2.29 -1.08 -1.27
C -3.52 -1.75 -1.08
H 0.53 1.67 3.23
H 2.29 1.70 2.80
H 1.45 0.21 3.34
H 2.29 -0.70 1.21
H 2.86 0.90 0.58
H 2.45 -0.57 -1.22
H 1.54 0.91 -1.28
H 0.52 -1.69 -0.42
H 0.60 -1.57 -2.80
H -0.33 -0.09 -2.75
H -1.21 -2.79 -1.70
H -1.87 -1.92 -3.10
H -3.37 -2.77 -0.68
H -4.05 -1.82 -2.04
H -4.11 -1.18 -0.38
*
```

Summary:
total energy: -1796.24546 Ha
HOMO-LUMO gap: 0.3095 Eh
ΔE to the lowest compared entry with this formula, charge and spin: 0.041 eV
maximum force: 1.54 eV/Å

Charges obtained by Löwdin population analysis, quoted in units of e: 0.44 -0.35 -0.11 -0.19 -0.24 -0.18 -0.07 -0.19 -0.23 -0.20 -0.11 0.09 0.08 0.06 0.12 0.08 0.12 0.12 0.10 0.12 0.12 0.12 0.13 0.09 0.09 0.09 -0.10 -0.20 -0.22 -0.18 -0.09 -0.20 -0.21 -0.19 -0.11 0.09 0.09 0.08 0.13 0.10 0.12 0.10 0.10 0.08 0.09 0.12 0.13 0.09 0.09 0.09 -0.10 -0.29 -0.21 -0.21 -0.09 -0.20 -0.23 -0.23 -0.10 0.09 0.09 0.09 0.12 0.12 0.12 0.11 0.08 0.12 0.11 0.12 0.13 0.09 0.09 0.09

Record 3
Formula: C18H45F2KNO16P3S2
Source: the OMol25 dataset
Level of theory: ωB97M-V with the def2-TZVPD basis set

Structure (ORCA input):
```
! wB97M-V def2-TZVPD RIJCOSX def2/J DEFGRID3
* xyz 0 1
K -0.48 0.41 0.39
N -2.86 -1.06 0.47
S -4.29 -0.90 0.09
O -5.27 -0.94 1.18
O -4.77 -1.36 -1.23
F -4.26 0.73 -0.20
S -3.22 -2.60 1.10
O -3.82 -3.64 0.27
O -3.45 -2.59 2.53
F -1.76 -3.09 1.15
C -3.67 1.36 3.01
C -2.90 0.28 3.85
O -1.84 0.96 4.66
P -0.27 0.71 4.28
O 0.05 1.10 2.93
O 0.43 1.62 5.40
C -0.09 1.79 6.73
C -0.49 0.47 7.39
O 0.09 -0.82 4.59
C 1.42 -1.20 4.60
C 1.85 -1.51 3.13
H -4.66 0.98 2.77
H -3.64 2.41 3.32
H -3.25 1.28 2.01
H -3.57 -0.26 4.52
H -2.44 -0.49 3.24
H 0.61 2.33 7.36
H -0.96 2.45 6.66
H -1.23 -0.13 6.86
H 0.45 -0.06 7.54
H -0.86 0.59 8.41
H 2.06 -0.47 5.09
H 1.46 -2.03 5.31
H 1.22 -2.35 2.84
H 1.68 -0.69 2.43
H 2.87 -1.89 3.07
C 2.20 4.18 -3.92
C 0.74 4.40 -3.60
O 0.12 3.20 -4.04
P -0.93 2.60 -2.96
O -0.40 2.12 -1.69
O -2.00 3.86 -2.81
C -2.84 4.21 -3.84
C -4.20 4.33 -3.28
O -1.81 1.48 -3.80
C -2.72 0.68 -3.10
C -3.98 0.51 -4.06
H 2.36 4.00 -4.98
H 2.71 5.03 -3.47
H 2.59 3.32 -3.36
H 0.70 4.55 -2.52
H 0.31 5.20 -4.21
H -2.71 5.22 -4.21
H -2.78 3.62 -4.75
H -4.94 4.56 -4.04
H -4.62 3.39 -2.90
H -4.27 5.03 -2.45
H -2.16 -0.20 -2.78
H -2.99 1.23 -2.20
H -3.67 -0.23 -4.79
H -4.85 0.03 -3.59
H -4.27 1.46 -4.51
C 2.88 -4.96 1.61
C 3.25 -4.10 0.43
O 2.58 -2.84 0.57
P 2.63 -1.76 -0.65
O 2.03 -0.40 -0.36
O 4.26 -1.90 -0.87
C 4.94 -0.97 -1.66
C 6.28 -1.56 -2.20
O 1.93 -2.56 -1.87
C 2.02 -2.22 -3.21
C 3.10 -2.92 -3.92
H 1.83 -5.23 1.69
H 3.48 -5.87 1.73
H 3.17 -4.51 2.56
H 4.33 -3.96 0.50
H 3.02 -4.55 -0.53
H 4.47 -0.59 -2.56
H 5.19 -0.09 -1.06
H 6.93 -1.91 -1.40
H 6.00 -2.44 -2.78
H 6.81 -0.85 -2.83
H 1.09 -2.61 -3.63
H 2.00 -1.13 -3.27
H 2.96 -3.99 -3.77
H 3.02 -2.57 -4.95
H 4.07 -2.68 -3.47
*
```

Summary:
total energy: -4591.80796 Ha
HOMO-LUMO gap: 0.3601 Eh
ΔE to the lowest compared entry with this formula, charge and spin: 0.000 eV
maximum force: 11.50 eV/Å

Charges obtained by Löwdin population analysis, quoted in units of e: 0.80 -0.31 0.43 -0.28 -0.30 -0.23 0.53 -0.25 -0.27 -0.17 -0.04 -0.18 -0.20 0.43 -0.28 -0.17 -0.25 -0.08 -0.18 -0.28 -0.05 0.07 0.08 0.03 0.12 0.08 0.12 0.11 0.07 0.08 0.08 0.11 0.12 0.08 0.05 0.07 -0.07 -0.29 -0.18 0.54 -0.29 -0.16 -0.35 -0.08 -0.21 -0.27 -0.02 0.08 0.08 0.08 0.12 0.13 0.12 0.12 0.09 0.07 0.09 0.12 0.08 0.07 0.07 0.06 -0.07 -0.26 -0.20 0.57 -0.31 -0.18 -0.30 -0.06 -0.18 -0.32 -0.06 0.08 0.08 0.07 0.12 0.12 0.11 0.12 0.08 0.06 0.08 0.13 0.12 0.10 0.10 0.05

Question: Which of these has the highest maximum force?
Answer: C18H45F2KNO16P3S2